11
Properties=species:S:1:pos:R:3:forces:R:3 method="wB97M-V/def2-TZVPD" energy_ev=-4712.6821 homo_ev=-9.00 relative_energy_kj_mol=142.32 total_charge=0 gap_ev=10.2637
C 1.145555 0.777364 -0.324192 0.2 -0.6 -1.7
N -0.153543 0.229261 -0.599357 -0.6 -1.9 -0.7
C -0.407822 -1.134125 -0.083477 -2.1 1.7 -0.5
C -1.163525 0.142901 0.412626 -0.2 -0.8 0.1
H 1.141986 1.792862 -0.719473 0.3 0.2 0.7
H 1.410031 0.614283 0.692849 0.4 0.6 1.2
H 1.901646 0.210298 -0.921429 -0.6 0.4 0.3
H 0.124408 -1.524878 0.735929 1.4 -0.4 0.6
H -0.872392 -1.902786 -0.753342 0.3 1.1 0.6
H -0.883914 0.553113 1.414468 -0.3 -0.6 -0.7
H -2.242432 0.241707 0.145398 1.1 0.3 0.0

---

36
Properties=species:S:1:pos:R:3:forces:R:3 method="wB97M-V/def2-TZVPD" energy_ev=-24959.8935 homo_ev=-10.52 relative_energy_kj_mol=173.76 total_charge=0 gap_ev=9.7679
O -1.916325 2.495890 -1.619850 0.0 0.4 0.1
H -1.250548 3.037447 -2.066583 -0.2 -0.1 -0.1
H -2.428723 3.132352 -1.098966 0.2 0.0 -0.1
O 0.431347 3.084125 0.091927 -0.1 0.0 0.2
H 0.976943 2.427571 0.549858 -0.1 0.1 -0.3
H -0.092379 2.570037 -0.530356 0.2 -0.2 0.2
O 1.555336 -0.178814 3.228270 -0.1 -0.1 -0.2
H 0.968423 0.197519 2.556259 0.0 0.1 0.2
H 1.007410 -0.229315 4.018407 0.0 0.1 0.0
O -1.016937 1.809497 2.645171 -0.2 -0.4 -0.2
H -1.130566 2.251100 1.793331 0.3 0.0 0.1
H -1.309462 0.887611 2.507421 0.1 0.5 0.1
O -1.764366 -0.937651 2.356465 -0.2 -0.3 -0.2
H -2.321744 -1.062613 1.579298 0.1 0.0 0.0
H -1.952959 -1.696404 2.922003 0.1 0.1 0.0
O 2.566024 -3.381316 -0.082734 -0.1 0.0 0.2
H 1.823411 -2.774836 -0.196299 -0.1 -0.3 -0.1
H 2.336811 -3.898865 0.696150 0.1 0.0 -0.1
O 3.088830 0.764540 0.452637 -0.1 0.3 0.0
H 2.950896 1.290825 1.248905 0.2 -0.2 0.1
H 2.292025 0.226649 0.379298 0.1 0.1 0.1
O 0.124597 -2.413010 -1.442973 0.0 0.1 0.0
H -0.002877 -1.757487 -2.162286 -0.1 -0.2 0.4
H -0.759005 -2.731242 -1.231611 0.1 0.0 -0.2
O 3.152611 -1.093592 -2.095726 -0.3 0.0 -0.2
H 2.700314 -1.864680 -1.731399 0.2 0.1 -0.1
H 2.634885 -0.333184 -1.808758 0.2 0.0 0.1
O -0.975410 -0.398965 -3.056128 -0.1 0.3 0.1
H -1.658204 -0.041287 -2.465782 0.1 -0.3 -0.3
H -0.500801 0.372011 -3.385524 0.0 -0.1 -0.1
O -3.021662 0.005095 -0.944262 0.3 0.6 0.3
H -2.805178 0.959416 -1.012398 -0.2 -0.6 0.0
H -3.636379 -0.067534 -0.205992 -0.1 0.0 -0.2
O 0.271757 0.050273 0.049476 -0.1 0.1 0.4
H -0.633205 0.175539 -0.261347 0.1 -0.1 -0.1
H 0.295109 -0.876702 0.324100 -0.1 0.0 -0.2

---

52
Properties=species:S:1:pos:R:3:forces:R:3 method="wB97M-V/def2-TZVPD" energy_ev=-66635.1598 homo_ev=-4.47 total_charge=-1 gap_ev=6.6912
C -1.293172 -4.090363 2.142382 0.4 -0.1 0.1
In 0.364845 -2.781190 1.521304 -0.5 0.0 -0.3
Cl 2.051576 -2.626365 3.343772 0.0 0.1 -0.1
C -0.400226 -0.686953 1.312245 0.4 -0.1 0.2
O -1.522298 -0.580268 0.378375 -0.1 -0.1 -0.2
C -2.716424 -1.084057 0.742091 -0.1 0.0 0.2
C -3.213947 -1.007326 2.049906 0.0 -0.1 -0.2
C -4.470793 -1.519165 2.340079 -0.1 0.0 -0.1
C -5.252837 -2.109400 1.351410 0.2 0.1 -0.1
C -4.756136 -2.180034 0.049917 -0.1 0.0 0.2
C -3.502842 -1.674882 -0.253884 0.0 0.1 0.1
H -1.827626 -3.630374 2.973399 -0.1 -0.1 0.0
H -0.908860 -5.065507 2.452679 -0.1 0.0 0.1
H -1.971001 -4.254927 1.301390 -0.1 0.1 0.0
H 1.136207 -3.346212 0.039481 0.1 0.0 0.1
H -0.640153 -0.199012 2.259322 -0.1 0.1 0.0
H 0.377668 -0.084224 0.852219 -0.1 0.0 0.0
H -2.613447 -0.553286 2.825255 0.0 0.0 0.0
H -4.844133 -1.456551 3.356165 0.0 0.0 0.0
H -6.227508 -2.514419 1.591809 0.0 0.0 0.0
H -5.346397 -2.649134 -0.729630 0.0 0.0 0.0
H -3.107135 -1.755161 -1.260059 0.1 0.0 0.1
C 4.143392 0.832065 0.216988 -0.1 0.1 0.0
C 4.531137 2.275794 -0.132910 0.1 0.0 0.0
C 3.441592 3.192890 0.425391 0.1 0.0 -0.1
S 2.741168 2.324944 1.840168 0.3 -0.1 -0.1
O 1.371505 2.008681 1.524801 -0.2 0.2 0.1
O 3.073077 3.025661 3.058629 -0.1 0.0 0.0
C 3.732544 0.842232 1.686283 0.1 -0.2 -0.1
H 4.966807 0.144203 0.030827 0.0 -0.1 0.1
H 3.292314 0.514200 -0.383998 0.0 0.0 -0.1
H 5.491287 2.517903 0.330605 0.0 0.0 0.0
H 4.631721 2.415101 -1.208470 0.0 0.0 0.0
H 3.816367 4.154529 0.767706 0.0 0.0 0.0
H 2.634932 3.334093 -0.290982 0.0 -0.1 0.0
H 3.148240 -0.030366 1.980025 -0.1 0.1 0.1
H 4.590444 0.957009 2.348748 0.0 0.0 0.0
C -1.163289 0.537981 -3.635745 0.0 0.0 0.0
C -1.479618 1.782294 -2.794625 0.0 0.0 0.0
C -0.437647 1.851060 -1.673407 -0.1 0.1 0.0
S 1.033344 1.045938 -2.317221 -0.2 0.1 0.0
O 1.268180 -0.155343 -1.565928 0.3 0.0 0.0
O 2.094712 2.011904 -2.511559 0.1 0.0 0.0
C 0.339338 0.577514 -3.901124 -0.2 0.0 -0.1
H -1.729555 0.520501 -4.566631 0.0 0.0 0.0
H -1.411831 -0.361708 -3.069277 0.0 0.0 0.0
H -1.414460 2.673878 -3.423416 0.0 0.0 0.0
H -2.485378 1.740952 -2.379399 0.0 0.0 0.0
H -0.172654 2.865886 -1.388328 0.1 0.0 0.0
H -0.739687 1.279301 -0.794563 0.0 0.0 0.0
H 0.767033 -0.379470 -4.190111 0.1 0.0 0.0
H 0.609625 1.349181 -4.622103 0.0 0.0 0.0

---

25
Properties=species:S:1:pos:R:3:forces:R:3 method="wB97M-V/def2-TZVPD" energy_ev=-26315.4305 homo_ev="-9.63 / -9.63" relative_energy_kj_mol=432.32 total_charge=0 gap_ev="9.0484 / 9.0517"
C 1.330770 -2.088075 -0.697437 0.5 -0.7 2.3
C -0.504285 -2.413944 0.349417 2.9 1.6 -0.5
C -1.098418 0.840941 -2.449737 1.0 -2.0 -2.3
C 2.104008 1.033955 1.676006 0.1 2.5 -1.6
C -1.886201 -0.171898 -1.745159 -2.9 -1.2 0.4
C 0.893399 2.000033 1.777466 -0.5 -1.1 2.1
N 0.402492 -3.026499 -0.363759 -1.3 -1.0 -0.9
N 1.150787 -0.933793 -0.100274 -0.7 -0.5 -0.1
N 0.004802 -1.161149 0.631663 -0.7 2.0 -0.7
O -1.467081 -0.136247 2.560799 0.6 0.7 -1.2
O -2.492488 0.218199 -0.530711 3.3 0.0 3.4
O -0.230946 1.659473 0.874494 -0.2 -3.0 1.0
P -0.907737 0.211305 1.241752 -2.5 0.4 -3.1
H 2.319318 -2.423275 -0.967060 -0.1 0.4 -1.0
H -1.480133 -2.652984 0.624462 -1.2 -0.9 0.6
H -0.712685 0.326345 -3.403042 -1.2 1.0 0.6
H -1.662911 1.728097 -2.597986 0.0 0.9 -0.3
H -0.148474 0.919219 -2.028090 1.5 1.1 1.5
H 2.794032 1.304608 2.530715 -0.4 -0.2 -1.3
H 1.819787 -0.002166 1.734535 0.1 -0.1 0.2
H 2.456901 1.274100 0.569343 0.1 -0.9 2.6
H -1.430490 -1.183284 -1.724043 0.1 0.5 0.2
H -2.871208 -0.320695 -2.271112 0.9 -0.2 -0.3
H 1.124116 2.990005 1.457135 0.4 0.7 0.0
H 0.492646 2.007731 2.850625 0.4 0.2 -1.5

---

14
Properties=species:S:1:pos:R:3:forces:R:3 method="wB97M-V/def2-TZVPD" energy_ev=-9845.8061 homo_ev=-10.42 relative_energy_kj_mol=142.18 total_charge=0 gap_ev=11.1495
C 0.394953 -1.420054 -1.076819 0.4 1.4 -2.9
C 0.388590 -0.800528 0.329477 1.6 -0.5 -0.5
N -0.212277 0.553351 0.240293 0.6 0.8 0.9
C -1.436482 0.727539 0.830511 -3.2 -1.5 1.0
O -2.220392 -0.203620 1.104299 2.1 2.3 -0.6
C 0.525988 1.742192 0.056840 2.2 0.4 1.6
O 1.756203 1.769165 -0.066657 -3.1 0.0 -0.3
H -0.522837 -1.264212 -1.811483 1.4 -0.1 2.2
H 0.562356 -2.488731 -1.044610 0.2 -0.2 0.0
H 1.261095 -0.905349 -1.704251 -1.6 -1.2 1.3
H -0.166804 -1.426875 1.063848 0.1 0.8 -0.6
H 1.516682 -0.782894 0.680105 -2.4 0.5 -0.6
H -1.734026 1.797657 1.100322 0.5 -1.1 -0.6
H -0.113047 2.702359 0.298125 1.1 -1.6 -0.9

---

63
Properties=species:S:1:pos:R:3:forces:R:3 method="wB97M-V/def2-TZVPD" energy_ev=-107387.5772 homo_ev=-3.93 total_charge=-1 gap_ev=6.3788
Tl -0.404769 0.454504 0.078897 0.0 0.1 -0.3
C -1.946692 -0.628468 -2.967466 0.0 0.0 0.1
N -0.643131 -0.066287 -2.674748 0.0 -0.2 -0.2
C -0.547761 1.270175 -3.247145 0.1 0.1 0.1
C 0.442348 -0.912454 -3.143003 0.1 0.1 0.2
C 1.806019 -0.586768 -2.469502 0.3 0.0 0.0
N 1.718871 0.559975 -1.606643 -0.5 -0.1 0.0
C 2.780574 1.180336 -1.163380 0.6 0.1 0.1
C 2.593421 2.359113 -0.367166 -0.3 0.1 0.2
F 1.300494 2.727035 -0.094597 0.6 0.1 -0.2
C 3.617904 3.085168 0.178057 0.1 0.0 0.1
F 3.349585 4.183560 0.931337 -0.1 -0.3 -0.2
C 4.947831 2.716314 0.008162 0.0 -0.1 -0.1
C 5.178183 1.567814 -0.735017 0.2 0.3 0.2
F 6.463890 1.145564 -0.879377 -0.3 0.0 -0.1
C 4.166155 0.834042 -1.301382 -0.1 -0.2 -0.2
F 4.518652 -0.312474 -1.967011 -0.1 0.2 0.2
H -2.137507 -0.700943 -4.050569 0.0 0.0 0.0
H -2.035546 -1.625942 -2.532502 0.0 0.0 0.0
H -2.706933 0.017440 -2.529132 -0.1 -0.1 0.0
H -0.824786 1.267064 -4.311266 -0.1 0.0 -0.1
H -1.207118 1.934009 -2.696844 -0.1 0.1 -0.1
H 0.469599 1.632270 -3.137625 0.0 0.0 0.0
H 0.180051 -1.949295 -2.919489 0.0 0.0 -0.1
H 0.549395 -0.831879 -4.238078 -0.1 0.0 0.0
H 2.119204 -1.468418 -1.891590 0.1 -0.1 -0.1
H 2.556937 -0.447005 -3.258467 -0.1 -0.1 0.1
H 5.749920 3.277843 0.449844 0.1 0.1 0.0
C -0.608941 -3.358869 -0.072302 0.0 0.1 0.1
N -0.934489 -2.389708 0.954763 -0.1 -0.3 0.1
C -2.370524 -2.352009 1.168237 0.1 0.0 0.0
C -0.233707 -2.662806 2.201050 0.3 0.1 -0.1
C 1.233524 -2.236707 2.172287 -0.4 0.1 0.0
N 1.420536 -0.794579 2.165696 0.2 -0.3 0.2
C 2.772551 -0.481692 1.737956 -0.1 0.1 0.0
C 1.146616 -0.213920 3.468862 0.0 -0.1 -0.2
H -0.827382 -4.389908 0.254004 0.0 0.0 0.0
H 0.442466 -3.289347 -0.336775 0.1 -0.1 -0.1
H -1.197013 -3.142106 -0.961126 0.0 0.0 -0.1
H -2.749586 -3.291133 1.601832 -0.1 0.0 0.0
H -2.861778 -2.183747 0.212464 -0.1 0.0 0.0
H -2.623607 -1.528889 1.831633 0.0 0.1 0.1
H -0.272840 -3.740923 2.448817 -0.1 0.1 0.0
H -0.743329 -2.121225 2.994906 -0.1 0.0 0.1
H 1.702326 -2.636122 1.274049 0.1 -0.1 0.0
H 1.739832 -2.687772 3.045969 0.1 0.0 -0.1
H 3.532613 -0.949320 2.382635 0.1 0.0 0.1
H 2.916344 0.596918 1.749575 0.1 0.1 0.0
H 2.916938 -0.824767 0.716658 0.1 0.0 -0.1
H 1.721148 -0.711691 4.267655 0.0 0.0 0.0
H 0.086511 -0.284889 3.694099 -0.1 0.0 0.1
H 1.411502 0.839695 3.452038 0.0 0.1 0.0
Cl -1.975656 1.492093 2.798604 0.5 -0.1 0.7
C -3.238607 1.844294 1.659206 -0.1 0.0 -0.9
C -2.893230 1.930583 0.311979 -0.7 0.3 0.2
C -3.969445 2.286899 -0.497405 0.4 -0.2 0.7
Cl -3.696029 2.508636 -2.197033 0.1 0.1 -0.7
C -5.266056 2.496259 -0.048186 -0.2 0.0 0.0
Cl -6.541191 2.922166 -1.140489 -0.1 0.0 0.0
C -5.549497 2.334710 1.302528 -0.1 0.1 0.0
Cl -7.160271 2.534066 1.892414 -0.1 0.0 0.0
C -4.518090 2.013856 2.173240 -0.1 -0.1 0.1
Cl -4.866427 1.789664 3.855859 0.0 0.0 0.1

---

What did the fourth record say?
25
Properties=species:S:1:pos:R:3:forces:R:3 method="wB97M-V/def2-TZVPD" energy_ev=-26315.4305 homo_ev="-9.63 / -9.63" relative_energy_kj_mol=432.32 total_charge=0 gap_ev="9.0484 / 9.0517"
C 1.330770 -2.088075 -0.697437 0.5 -0.7 2.3
C -0.504285 -2.413944 0.349417 2.9 1.6 -0.5
C -1.098418 0.840941 -2.449737 1.0 -2.0 -2.3
C 2.104008 1.033955 1.676006 0.1 2.5 -1.6
C -1.886201 -0.171898 -1.745159 -2.9 -1.2 0.4
C 0.893399 2.000033 1.777466 -0.5 -1.1 2.1
N 0.402492 -3.026499 -0.363759 -1.3 -1.0 -0.9
N 1.150787 -0.933793 -0.100274 -0.7 -0.5 -0.1
N 0.004802 -1.161149 0.631663 -0.7 2.0 -0.7
O -1.467081 -0.136247 2.560799 0.6 0.7 -1.2
O -2.492488 0.218199 -0.530711 3.3 0.0 3.4
O -0.230946 1.659473 0.874494 -0.2 -3.0 1.0
P -0.907737 0.211305 1.241752 -2.5 0.4 -3.1
H 2.319318 -2.423275 -0.967060 -0.1 0.4 -1.0
H -1.480133 -2.652984 0.624462 -1.2 -0.9 0.6
H -0.712685 0.326345 -3.403042 -1.2 1.0 0.6
H -1.662911 1.728097 -2.597986 0.0 0.9 -0.3
H -0.148474 0.919219 -2.028090 1.5 1.1 1.5
H 2.794032 1.304608 2.530715 -0.4 -0.2 -1.3
H 1.819787 -0.002166 1.734535 0.1 -0.1 0.2
H 2.456901 1.274100 0.569343 0.1 -0.9 2.6
H -1.430490 -1.183284 -1.724043 0.1 0.5 0.2
H -2.871208 -0.320695 -2.271112 0.9 -0.2 -0.3
H 1.124116 2.990005 1.457135 0.4 0.7 0.0
H 0.492646 2.007731 2.850625 0.4 0.2 -1.5